#one
# C7H14N2O2

2 unconnected molecules or ions with the total composition C7H14N2O2 (ωB97M-V/def2-TZVPD, the Open Molecules 2025 dataset).

Each line ends with the Löwdin charge.
Atoms and positions in Å:
C1 -1.67980 1.30184 1.62052  0.00
C2 -1.54797 0.79986 0.40976  -0.21
C3 -1.11164 1.62198 -0.74354  -0.18
C4 0.09308 1.08110 -1.48754  -0.35
C5 1.45834 1.56563 -1.15416  -0.18
N1 0.80264 1.99328 -2.38914  0.01
H1 -2.07349 0.72165 2.43954  0.04
H2 -1.45876 2.35235 1.79981  0.06
H3 -1.81027 -0.24695 0.17979  0.11
H4 -0.89594 2.64606 -0.39235  0.12
H5 -1.94862 1.72454 -1.47473  0.13
H6 0.03097 0.03837 -1.84377  0.14
H7 1.52213 2.27607 -0.31647  0.12
H8 2.27975 0.87117 -1.24696  0.09
H9 0.41155 2.92372 -2.22307  0.08
C6 1.44205 -2.69518 -0.31124  -0.01
C7 0.98470 -1.68155 0.66203  -0.45
O1 1.08652 -0.46656 0.42692  0.04
N2 0.07397 -2.19589 1.60955  -0.02
O2 -1.02624 -1.38845 1.82233  -0.07
H10 2.16750 -3.42731 0.10601  0.10
H11 1.88174 -2.18446 -1.17701  0.09
H12 0.55142 -3.28349 -0.57743  0.09
H13 -0.17567 -3.20903 1.50336  0.16
H14 -1.05794 -1.13875 2.75780  0.11

HOMO energy	-8.7871	eV
structure (SMILES)	C=CC[C@@H]1CN1.CC(=O)NO
LUMO level	0.022	Eh
orbital gap	9.39	eV

***

#two
# C7H14N2O2

2 unconnected molecules or ions with the total composition C7H14N2O2 (ωB97M-V/def2-TZVPD, the Open Molecules 2025 dataset).

Each line ends with the Löwdin charge.
Atoms and positions in Å:
C1 -3.98632 -2.00837 -0.79572  0.12
C2 -4.78016 -1.11574 -0.57757  -0.10
C3 -5.47300 0.08311 -0.26020  -0.20
N1 -5.41347 0.48862 0.93626  -0.01
O1 -5.36950 1.90575 0.83638  -0.11
H1 -3.15897 -2.70767 -0.81053  0.04
H2 -5.85592 0.91468 -0.90480  0.14
H3 -4.37985 1.93727 0.95327  0.12
C4 2.94884 2.27374 -0.53416  -0.15
N2 2.40548 1.13715 0.17298  -0.12
C5 2.91821 -0.12629 -0.33957  -0.26
C6 2.73296 -1.25742 0.66841  -0.24
O2 1.49802 -1.27122 1.35477  -0.17
C7 0.51619 -1.33989 0.35255  -0.13
H4 2.61413 3.21470 -0.08564  0.08
H5 4.05332 2.33573 -0.58422  0.08
H6 2.54220 2.27852 -1.54692  0.08
H7 2.62482 1.20750 1.15960  0.11
H8 3.98636 -0.09168 -0.59842  0.12
H9 2.38028 -0.35051 -1.27569  0.11
H10 2.89564 -2.21414 0.12467  0.13
H11 3.49610 -1.19408 1.45121  0.12
H12 0.63771 -2.27931 -0.20855  0.09
H13 -0.46167 -1.31036 0.84953  0.10
H14 0.62859 -0.51009 -0.33764  0.07

HOMO energy	-9.1343	eV
structure (SMILES)	C#C/C=N/O.CNCCOC
LUMO level	0.006	Eh
orbital gap	9.29	eV

***

Need the numbers? Relative energies in kJ/mol: #one 0.0; #two 206.0.

***

#one
# C4H10O

2 unconnected molecules or ions with the total composition C4H10O (ωB97M-V/def2-TZVPD, the Open Molecules 2025 dataset).

Each line ends with the Löwdin charge.
Atoms and positions in Å:
C1 4.95300 -1.73339 -1.13591  0.01
C2 5.27763 -2.95768 -1.48874  -0.28
O1 6.04004 -3.78875 -0.67293  -0.05
H1 4.10288 -1.20839 -1.55072  0.05
H2 5.30210 -1.34045 -0.18354  0.06
H3 5.22076 -3.37039 -2.48710  0.10
H4 5.52002 -4.59543 -0.53784  0.10
C3 -4.83374 3.06230 1.16836  -0.17
C4 -4.17489 1.69530 0.81731  -0.16
H5 -5.90554 2.88517 1.26752  0.06
H6 -4.75488 3.68805 0.26921  0.06
H7 -4.46394 3.56209 2.04875  0.05
H8 -4.87261 1.22136 0.13586  0.06
H9 -3.11606 1.74873 0.60926  0.06
H10 -4.29479 1.13149 1.74050  0.05

HOMO energy	-9.5081	eV
structure (SMILES)	C=CO.CC
LUMO level	0.036	Eh
orbital gap	10.50	eV

***

#two
# C4H10O

A single C4H10O molecule (ωB97M-V/def2-TZVPD, the Open Molecules 2025 dataset).

Each line ends with the Löwdin charge.
Atoms and positions in Å:
C1 -2.23389 0.33038 0.64857  -0.12
C2 -1.14609 -0.33378 -0.19096  -0.24
C3 0.24734 0.11377 0.21288  -0.28
O1 1.17819 -0.45630 -0.67558  -0.19
C4 2.51314 -0.23562 -0.30075  -0.12
H1 -2.23576 1.41835 0.51129  0.07
H2 -3.22485 -0.04156 0.37012  0.07
H3 -2.09056 0.13085 1.71711  0.07
H4 -1.28974 -0.09932 -1.25231  0.11
H5 -1.20265 -1.42479 -0.09888  0.11
H6 0.45993 -0.18692 1.25418  0.13
H7 0.31912 1.21564 0.17426  0.13
H8 3.12694 -0.30653 -1.20232  0.09
H9 2.65199 0.76274 0.13995  0.09
H10 2.86399 -0.98392 0.42592  0.09

HOMO energy	-9.7619	eV
structure (SMILES)	CCCOC
LUMO level	0.043	Eh
orbital gap	10.93	eV

***

#three
# C4H10O

A single C4H10O molecule (ωB97M-V/def2-TZVPD, the Open Molecules 2025 dataset).

Each line ends with the Löwdin charge.
Atoms and positions in Å:
C1 2.33247 0.50894 0.22705  -0.08
C2 1.15888 -0.32101 -0.26370  -0.30
O1 -0.00136 0.13293 0.39313  -0.17
C3 -1.16939 -0.60628 0.10192  -0.30
C4 -2.32526 0.36970 -0.02102  -0.08
H1 3.24431 0.26612 -0.32982  0.07
H2 2.51689 0.32527 1.29181  0.08
H3 2.11879 1.57505 0.09888  0.08
H4 1.02795 -0.21768 -1.35554  0.12
H5 1.33877 -1.38907 -0.05655  0.12
H6 -1.34855 -1.33957 0.90465  0.12
H7 -1.06175 -1.17014 -0.83852  0.11
H8 -3.28138 -0.15500 -0.12365  0.07
H9 -2.18452 1.01417 -0.89553  0.08
H10 -2.36585 1.00658 0.86689  0.08

HOMO energy	-9.6637	eV
structure (SMILES)	CCOCC
LUMO level	0.044	Eh
orbital gap	10.87	eV

***

Need the numbers? Relative energies in kJ/mol: #one 123.3; #two 9.3; #three 0.0.